Record 1
The following is a DFT calculation (wB97M-V/def2-TZVPD) of a 9-piece molecular cluster, C9H36N2O9 overall in a non-equilibrium geometry.

Each line ends with the Mulliken charge.
Cartesian coordinates (Å):
1 O -7.4693 -11.0616 8.9392  -0.454
2 H -11.7178 -18.8227 5.6206  0.230
3 H -9.3715 -8.7803 6.9578  0.017
4 H -9.2180 -15.9417 9.7717  0.322
5 H -8.6561 -17.5121 7.4744  0.291
6 H -10.4904 -16.9295 7.2240  0.279
7 H -16.3554 -10.9699 8.3262  0.311
8 H -7.4198 -9.1471 9.7708  0.264
9 H -12.4697 -10.6317 10.3104  0.301
10 H -14.1422 -12.2929 7.1811  0.000
11 C -6.9605 -10.1316 9.8591  -0.687
12 H -9.9100 -18.4986 5.4790  0.386
13 H -10.5128 -15.1375 3.9898  0.215
14 H -14.9498 -11.1573 6.2199  0.309
15 H -10.1873 -16.4990 5.1064  0.101
16 H -7.1685 -14.7369 3.3426  0.246
17 H -10.2110 -13.3925 6.2058  0.250
18 C -8.5666 -15.7033 4.3964  0.729
19 H -7.6176 -16.7315 8.6704  0.407
20 H -10.0650 -11.7594 9.7900  0.148
21 H -11.5503 -12.5990 10.4419  0.228
22 H -8.9049 -14.3609 2.9971  0.164
23 N -9.8960 -15.7994 4.4388  -0.240
24 H -9.9801 -7.5892 5.7389  0.258
25 N -8.1606 -14.7973 3.5221  -0.430
26 O -11.6913 -10.6267 9.7486  -0.475
27 H -11.0356 -8.0634 7.0621  0.237
28 H -10.6639 -14.2070 7.8342  0.200
29 H -8.6078 -15.7366 7.5221  0.259
30 H -7.0182 -10.4578 10.8976  0.245
31 H -13.6726 -16.8776 9.5672  0.321
32 C -10.4006 -13.3087 7.2759  -0.438
33 H -11.1011 -10.1365 6.1710  0.318
34 C -10.2368 -8.4113 6.4071  -0.310
35 O -7.8067 -16.4555 4.9645  -0.657
36 H -9.5382 -12.7526 7.6437  0.181
37 H -7.6934 -10.5438 8.1625  0.285
38 O -16.0308 -11.7925 7.9527  -0.513
39 C -13.6594 -15.2538 8.6212  -0.133
40 H -5.9008 -9.9426 9.6875  0.314
41 H -14.2774 -14.8114 7.8400  0.187
42 H -11.4641 -11.9111 8.1862  0.315
43 O -10.7633 -9.4620 5.5773  -0.521
44 C -14.8228 -11.4456 7.2634  -0.327
45 C -8.5573 -16.6432 8.1251  -0.757
46 O -11.5219 -12.4497 7.3936  -0.368
47 O -9.5943 -16.4934 9.0821  -0.537
48 C -10.8092 -18.4494 6.0931  -0.817
49 H -10.6365 -19.0624 6.9778  0.324
50 O -11.1306 -17.2102 6.5659  -0.544
51 H -14.3242 -10.5885 7.7161  0.209
52 C -10.9968 -11.6647 10.3475  -0.590
53 H -12.7434 -15.4705 8.0714  -0.033
54 O -14.3181 -16.1942 9.3731  -0.541
55 H -10.5313 -11.5162 11.3218  0.334
56 H -13.4616 -14.4404 9.3193  0.187

Calculated values
multiplicity: 1
E_tot: -31320.5515 eV
SMILES: NC(N)=O.CO.CO.CO.CO.CO.CO.CO.CO
energy relative to the best compared isomer or geometry (same formula, charge and spin): 36.8 kcal per mole


Record 2
The following is a DFT calculation (wB97M-V/def2-TZVPD) of a 3-piece molecular cluster, C20H30F2NO9P overall in a non-equilibrium geometry.

Each line ends with the Mulliken charge.
Cartesian coordinates (Å):
1 H 3.7663 0.6881 -1.6427  0.454
2 P 1.6947 -0.4848 -0.8304  0.926
3 O 1.8696 2.2369 -2.4649  -0.359
4 H -0.9121 5.3189 0.4267  0.350
5 H -1.1347 -0.9993 0.3165  -0.036
6 C 0.6194 2.6717 -2.5636  0.472
7 H -2.2103 0.6378 1.1428  0.390
8 C 1.3494 -6.4611 -4.6642  0.278
9 H 0.8519 1.5332 7.0291  0.275
10 H 0.7175 0.5480 -0.8424  -0.144
11 C -1.9492 3.6247 -0.3813  0.163
12 O 0.0863 -0.1847 6.2088  -0.303
13 C -3.1145 1.5567 -1.2895  -1.363
14 C -1.1968 4.2857 0.5831  -0.377
15 O 1.1383 -4.2708 -4.0455  -0.283
16 H -1.4208 2.3824 7.4213  0.257
17 H 0.1712 3.0474 -1.6338  0.220
18 H -2.0284 0.7412 7.7382  0.289
19 H -1.7333 -2.2093 -0.7710  0.528
20 C -0.8260 0.1867 5.2651  0.673
21 H 3.6407 0.9744 0.0624  0.470
22 H 2.3066 -0.9932 -2.0235  -0.168
23 O -0.2957 -4.6353 -2.3492  -0.444
24 O -2.3784 4.2585 -1.5185  -0.548
25 C 3.0506 0.9182 -0.8516  -1.260
26 C -0.7890 3.6366 1.7468  -0.742
27 C -1.6235 -0.3370 -1.7140  0.372
28 O 0.7060 -6.3659 -3.4076  -0.315
29 C 0.3469 -1.8201 -1.0217  -1.102
30 C 0.0716 0.7969 7.2290  0.296
31 H -2.7907 1.9686 -2.2424  0.443
32 C 2.4738 2.2827 -1.1558  -0.371
33 H 1.7515 2.5735 -0.3919  0.256
34 H -3.2993 -0.3491 -0.5292  0.347
35 H -0.8874 1.7718 2.8344  0.301
36 F 0.3204 0.2077 8.4228  -0.286
37 H 3.2087 -1.4694 0.8191  0.310
38 H 2.2893 -0.1246 1.4611  0.453
39 H 0.3670 -2.2181 -2.0328  0.173
40 C -1.0719 -1.3409 -0.7174  -0.412
41 H 3.2710 3.0204 -1.1997  0.416
42 H -1.6658 -0.8363 -2.6837  0.381
43 C 0.4400 -5.0460 -3.1783  0.635
44 O -1.6339 1.1602 5.7504  -0.304
45 C 2.2184 -1.0298 0.8638  -1.348
46 H 3.0066 -5.1187 -4.3130  0.286
47 F 2.2425 -7.4802 -4.6356  -0.289
48 O -0.8960 -0.2690 4.1750  -0.485
49 C -1.3382 1.3364 7.1393  -0.403
50 H -1.8207 5.0199 -1.7018  0.344
51 H 0.5593 -2.6626 -0.3659  0.580
52 O 0.0001 2.6190 -3.5711  -0.512
53 C 2.0242 -5.1134 -4.7871  -0.413
54 C -1.9225 1.6633 0.9720  -0.481
55 C -1.1723 2.3102 1.9488  -0.487
56 H 1.4898 -1.6774 1.3335  0.436
57 H -0.1990 4.1564 2.4850  0.432
58 H 2.1173 -4.7670 -5.8127  0.252
59 H -4.1598 1.8476 -1.1883  0.459
60 N -2.9795 0.1197 -1.3649  -0.323
61 H 0.6040 -6.6663 -5.4343  0.286
62 H -1.0060 0.5486 -1.8404  -0.660
63 C -2.3152 2.2804 -0.2137  1.015

Calculated values
multiplicity: 1
E_tot: -55865.5548 eV
SMILES: C[PH2](CCCNCc1ccccc1O)CCOC=O.O=C1OC[C@@H](F)O1.O=C1OC[C@@H](F)O1
energy relative to the best compared isomer or geometry (same formula, charge and spin): 0.0 kcal per mole


Record 3
The following is a DFT calculation (wB97M-V/def2-TZVPD) of H26O13 as an isolated structure in a non-equilibrium geometry.

Each line ends with the Mulliken charge.
Cartesian coordinates (Å):
1 H 0.9207 0.4990 1.1991  0.163
2 H -0.3401 -0.4599 -2.3913  0.497
3 H 1.0672 -1.2030 -0.2794  0.620
4 H 1.2605 2.1381 0.4029  0.277
5 O 0.8517 2.8528 -0.0854  -1.074
6 O -0.6310 1.0051 1.8946  -0.674
7 O -1.8956 0.5604 -1.6447  -0.745
8 H -1.7399 -0.5854 1.9185  -0.003
9 O 0.1245 -1.1828 -1.9696  -0.767
10 O 1.8284 0.3474 -2.1846  -0.974
11 H 2.0009 0.9354 0.0430  0.528
12 H -0.8958 1.9232 1.8372  0.373
13 H 2.1838 0.3077 -1.2967  0.898
14 H -1.7231 -2.0954 1.8109  0.529
15 O -2.1735 -0.6042 -0.1569  -0.499
16 H -1.1246 1.0019 -1.2843  0.514
17 H 0.3079 0.5748 -0.2265  0.019
18 H 0.2332 -0.9009 -1.0613  0.759
19 O 0.0519 -2.9387 1.3118  -0.576
20 H -1.6702 -0.0579 -0.9496  0.017
21 H 0.8923 0.1797 -2.0761  0.281
22 H -0.4531 -0.6033 0.3436  0.208
23 H -1.3232 0.5267 1.4384  0.553
24 H -2.2094 0.0105 -2.3625  0.340
25 H -1.1370 2.2963 -0.4992  0.254
26 H 0.1392 2.4358 -0.5697  0.447
27 H 3.0767 -0.1269 0.1218  0.279
28 O 0.3616 -0.3729 -0.1030  -0.753
29 H -0.0769 -1.9914 1.3602  0.294
30 O 1.3860 1.3204 1.0408  -0.773
31 H 1.6640 1.6101 1.9098  0.398
32 H 2.3833 -1.4904 0.4113  0.205
33 O 2.5894 0.4123 -0.5012  -0.558
34 H -0.5369 -3.2952 1.9769  0.205
35 H -3.0863 -0.3256 -0.2299  0.208
36 H -2.1660 -1.2105 0.5838  0.481
37 O 1.8068 -1.8106 -0.2824  -0.699
38 O -0.5485 1.6199 -0.8344  -0.408
39 O -1.3988 -1.3024 1.3840  -0.846

Calculated values
multiplicity: 1
E_tot: -27006.4285 eV
energy relative to the best compared isomer or geometry (same formula, charge and spin): 819.1 kcal per mole


Record 4
The following is a DFT calculation (wB97M-V/def2-TZVPD) of one molecule with the formula C3H4ClFS in a non-equilibrium geometry.

Each line ends with the Mulliken charge.
Cartesian coordinates (Å):
1 Cl 2.0314 -1.1731 -0.4812  -0.185
2 H -0.1232 1.1070 -1.6208  0.251
3 F 0.6066 1.6284 0.0830  -0.294
4 C -0.6900 -0.3588 -0.0230  0.073
5 C 0.5995 -0.8932 0.6546  -0.320
6 H 0.5528 -1.8771 1.2562  0.344
7 S -2.0776 -1.1601 -0.2728  -0.212
8 H -1.3510 1.6644 -0.2614  0.259
9 C -0.4769 1.0670 -0.5828  -0.159
10 H 0.9284 -0.0044 1.2481  0.242

Calculated values
multiplicity: 1
E_tot: -29249.7261 eV
SMILES: FCC(=S)CCl
energy relative to the best compared isomer or geometry (same formula, charge and spin): 20.1 kcal per mole


Record 5
The following is a DFT calculation (wB97M-V/def2-TZVPD) of C13H16RuS5Si2 as an isolated structure in a non-equilibrium geometry.

Each line ends with the Mulliken charge.
Cartesian coordinates (Å):
1 C -2.5388 -3.2586 4.0517  -0.688
2 H 2.3809 -0.8877 3.7766  0.370
3 C -3.4704 -0.9841 -0.1617  -1.124
4 C -2.5617 -2.9472 2.7010  -0.477
5 H -2.2138 -3.9568 -0.3802  0.370
6 H -3.7022 -0.0276 0.3088  0.309
7 C 2.2902 -0.6945 2.7044  -1.123
8 H -3.2382 -3.9808 4.4528  0.388
9 S 0.6900 3.4039 -3.3131  -0.094
10 H -3.2856 -3.4340 2.0551  0.324
11 S 2.5676 3.6644 -5.6005  -0.232
12 H 1.0790 2.2443 2.9642  0.310
13 C 1.5194 1.0418 -2.4706  0.194
14 H -4.2097 -1.7178 0.1701  0.370
15 C -0.7244 -1.7186 4.3681  -0.486
16 H 2.5496 -1.6087 2.1687  0.308
17 S -0.5200 2.0371 -0.9415  -0.253
18 H 3.0113 0.0766 2.4318  0.311
19 Si 0.5143 -0.1166 2.3418  0.662
20 C 0.2989 1.5394 3.2530  -1.123
21 C -1.6175 -2.6426 4.8875  -0.688
22 C -1.6705 -2.0205 2.1630  0.360
23 C 0.6356 2.0331 -2.2271  0.194
24 H 0.3793 1.3578 4.3280  0.370
25 H -1.5958 -2.8825 5.9428  0.387
26 H -3.5654 -0.8645 -1.2413  0.310
27 C 1.9842 2.8309 -4.3247  0.115
28 H -0.4839 -3.6378 -0.5781  0.309
29 Si -1.7372 -1.6213 0.2960  0.665
30 C -0.7347 -1.3948 3.0123  0.364
31 H -0.0071 -1.2414 5.0285  0.326
32 S 1.6613 -0.4097 -1.5424  -0.253
33 H -1.6345 -3.0303 -1.7735  0.310
34 C -1.4810 -3.2156 -0.7100  -1.124
35 Ru -0.0087 -0.0147 0.0285  -0.176
36 S 2.5885 1.2746 -3.8360  -0.094
37 H -0.6689 2.0021 3.0554  0.309

Calculated values
multiplicity: 1
E_tot: -86254.0475 eV
energy relative to the best compared isomer or geometry (same formula, charge and spin): 7.3 kcal per mole


Record 6
The following is a DFT calculation (wB97M-V/def2-TZVPD) of one molecule with the formula C6H14N2O in a non-equilibrium geometry.

Each line ends with the Mulliken charge.
Cartesian coordinates (Å):
1 H -1.5675 1.5853 -0.5638  0.360
2 H -0.9044 0.2130 1.4037  0.430
3 H 2.1163 1.1095 3.2038  0.285
4 H 1.6125 1.7450 -0.0544  0.241
5 H 0.7262 -0.7622 -2.4809  0.481
6 C -0.2597 -0.1666 -0.6276  1.857
7 H 1.3016 -1.6251 -1.0478  0.404
8 H -1.0787 -2.0640 -1.5199  0.311
9 N 1.5425 0.3881 2.7791  -0.451
10 C 1.1900 0.6809 1.4920  0.466
11 H -1.0444 1.1329 -2.1958  0.462
12 H 1.8111 0.0393 -1.3498  0.396
13 C -0.7255 1.2024 -1.1491  -1.768
14 H -2.2568 -0.7883 -1.5388  0.349
15 H 0.0636 1.9568 -1.1386  0.398
16 H 0.8307 0.0048 3.3853  0.236
17 H -2.8005 -1.2303 0.5003  0.334
18 C -1.4637 -1.2305 -0.9245  -1.003
19 C -0.0184 -0.1627 0.8773  -0.951
20 N 1.8640 1.6153 0.9238  -0.866
21 H 0.1661 -1.1874 1.2240  0.450
22 O -2.0715 -1.8066 0.2194  -0.533
23 C 0.9666 -0.6496 -1.4177  -1.888

Calculated values
multiplicity: 1
E_tot: -11476.4851 eV
SMILES: [H]/N=C(/N)CC(C)(C)CO
energy relative to the best compared isomer or geometry (same formula, charge and spin): 29.6 kcal per mole